Entry 1:
Entry from the Open Molecules 2025 dataset: a 3-piece molecular cluster, C5H13NO2 overall in a non-equilibrium geometry (ωB97M-V/def2-TZVPD).

Last column: Löwdin charge in e.
Positions of all 21 atoms, in Å:
1 N 1.844 1.449 -0.695  -0.008
2 C 0.930 0.454 -1.276  -0.310
3 C -0.548 0.705 -1.177  -0.091
4 C -1.462 -0.188 -0.667  -0.160
5 C -2.836 0.003 -0.465  -0.175
6 C -3.633 -0.836 0.454  -0.147
7 H 1.357 2.336 -0.639  0.038
8 H 1.087 -0.563 -0.937  0.083
9 H 1.151 0.403 -2.348  0.088
10 H -0.983 1.608 -1.622  0.097
11 H -1.100 -1.220 -0.532  0.114
12 H -3.128 1.036 -0.654  0.086
13 H -4.092 -0.124 1.168  0.067
14 H -4.575 -1.206 0.007  0.061
15 H -3.187 -1.609 1.076  0.073
16 H 3.409 0.310 2.400  -0.093
17 H 2.067 1.111 0.275  0.005
18 O 2.887 0.431 1.608  -0.432
19 H 2.201 -0.807 1.346  -0.048
20 H 1.934 -2.365 1.787  -0.026
21 O 1.617 -1.692 1.173  -0.222

Values from the calculation:
2S+1 = 2
Kohn-Sham gap (spin up / spin down) = 0.275 / 0.265 Eh
total energy = -10979.2864 eV
<S²> = 0.784
charge = -1
HOMO (spin up / spin down) = -3.897 / -4.001 eV



Entry 2:
Entry from the Open Molecules 2025 dataset: a 2-piece molecular cluster, C5H13NO2 overall in a non-equilibrium geometry (ωB97M-V/def2-TZVPD).

Last column: Löwdin charge in e.
Positions of all 21 atoms, in Å:
1 C 1.511 0.264 1.874  -0.354
2 N 1.307 -0.763 0.982  0.044
3 C -2.265 -1.484 0.394  -0.101
4 C -1.122 -0.448 0.486  -0.210
5 C 0.238 -0.908 -0.042  -0.353
6 C 0.662 -0.191 -1.310  -0.047
7 O 0.689 1.077 2.223  0.019
8 H 2.523 0.215 2.311  0.127
9 H 2.177 -1.042 0.576  0.110
10 H -2.209 -2.311 1.092  0.071
11 H -3.194 -0.915 0.457  0.069
12 H -2.361 -1.859 -0.631  0.069
13 H -1.460 0.398 -0.114  0.105
14 H -1.128 -0.150 1.521  0.092
15 H 0.207 -1.986 -0.179  0.133
16 H 1.495 -0.736 -1.759  0.081
17 H 1.121 0.763 -1.071  0.061
18 H -0.136 0.065 -2.002  0.085
19 H -0.136 3.363 -1.662  0.033
20 H 1.305 3.151 -1.213  0.021
21 O 0.776 3.496 -1.934  -0.055

Values from the calculation:
Kohn-Sham gap = 0.385 Eh
total energy = -10980.6919 eV
SMILES = CC[C@@H](C)NC=O.O
charge = 0
HOMO = -9.815 eV



Entry 3:
Entry from the Open Molecules 2025 dataset: a 2-piece molecular cluster, C5H13NO2 overall (ωB97M-V/def2-TZVPD).

Last column: Löwdin charge in e.
Positions of all 21 atoms, in Å:
1 C -1.065 -2.802 -0.570  -0.099
2 C -0.827 -1.358 -0.192  -0.302
3 N 0.595 -1.086 -0.194  -0.054
4 C 2.525 0.310 0.107  -0.052
5 C 1.020 0.282 -0.014  -0.386
6 C 0.416 0.996 1.192  -0.227
7 O 0.593 2.165 1.388  0.060
8 H -0.350 -3.087 -1.334  0.071
9 H -0.960 -3.450 0.298  0.067
10 H -2.082 -2.990 -0.934  0.075
11 H -1.335 -0.727 -0.928  0.092
12 H -1.346 -1.130 0.748  0.105
13 H 1.119 -1.752 0.368  0.119
14 H 2.959 -0.098 -0.801  0.081
15 H 2.860 -0.361 0.906  0.084
16 H 2.989 1.262 0.341  0.081
17 H 0.689 0.859 -0.882  0.148
18 H -0.183 0.397 1.913  0.126
19 H -2.188 1.088 -1.921  0.029
20 H -2.691 2.392 -1.193  0.039
21 O -2.619 1.436 -1.135  -0.059

Values from the calculation:
Kohn-Sham gap = 0.344 Eh
total energy = -10980.2204 eV
SMILES = CCN[C@H](C)C=O.O
charge = 0
HOMO = -8.651 eV



Entry 4:
Entry from the Open Molecules 2025 dataset: a 2-piece molecular cluster, C5H13NO2 overall (ωB97M-V/def2-TZVPD).

Last column: Löwdin charge in e.
Positions of all 21 atoms, in Å:
1 C 0.986 0.185 -0.243  -0.704
2 C -1.317 0.231 0.517  0.013
3 C -0.029 0.972 0.628  -0.093
4 C 1.951 -0.664 0.589  -0.028
5 C -1.568 -1.131 1.018  -0.045
6 N 1.782 1.142 -1.010  0.081
7 O 0.162 -0.633 -1.035  -0.209
8 O -1.771 0.664 -1.725  -0.109
9 H -0.876 0.083 -1.633  0.000
10 H -2.445 0.089 -2.106  0.046
11 H -2.206 0.842 0.440  0.116
12 H 1.187 1.569 -1.715  0.077
13 H 2.512 0.646 -1.511  0.075
14 H -0.156 1.982 0.243  0.121
15 H 0.239 1.066 1.691  0.140
16 H 1.406 -1.338 1.249  0.066
17 H 2.553 -1.279 -0.083  0.083
18 H 2.612 -0.037 1.192  0.082
19 H -0.681 -1.749 1.069  0.074
20 H -2.020 -1.012 2.018  0.111
21 H -2.321 -1.631 0.406  0.103

Values from the calculation:
Kohn-Sham gap (spin up / spin down) = 0.281 / 0.281 Eh
total energy = -10977.9368 eV
charge = 0
HOMO (spin up / spin down) = -8.468 / -8.469 eV



Entry 5:
Entry from the Open Molecules 2025 dataset: a 3-piece molecular cluster, C5H13NO2 overall in a non-equilibrium geometry (ωB97M-V/def2-TZVPD).

Last column: Löwdin charge in e.
Positions of all 21 atoms, in Å:
1 C 0.619 2.200 1.351  -0.084
2 N -1.731 1.153 0.060  0.085
3 C -0.762 0.379 0.523  -0.185
4 C 0.409 0.796 1.143  -0.343
5 C 1.409 -0.232 1.289  -0.181
6 C 2.556 0.012 1.925  -0.013
7 H 0.577 2.716 0.364  0.095
8 H 1.636 2.383 1.863  0.089
9 H -0.125 2.626 2.007  0.080
10 H -1.486 2.032 -0.245  0.052
11 H -2.577 0.925 -0.444  0.105
12 H -1.056 -0.618 0.617  0.102
13 H 1.245 -1.146 0.742  0.097
14 H 2.585 0.988 2.523  0.064
15 H 3.453 -0.587 1.836  0.044
16 H -2.776 -4.505 -2.850  0.065
17 H -2.907 -3.808 -1.529  0.050
18 O -2.180 -4.189 -2.098  -0.115
19 H 0.484 -1.076 -2.828  -0.029
20 H -0.019 0.259 -2.997  -0.009
21 O 0.648 -0.310 -3.252  0.031

Values from the calculation:
Kohn-Sham gap = 0.273 Eh
total energy = -10978.6082 eV
SMILES = C=C/C(C)=C/N.O.O
charge = 0
HOMO = -7.103 eV



Entry 6:
Entry from the Open Molecules 2025 dataset: a 2-piece molecular cluster, C5H13NO2 overall in a non-equilibrium geometry (ωB97M-V/def2-TZVPD).

Last column: Löwdin charge in e.
Positions of all 21 atoms, in Å:
1 C 0.588 -0.202 0.960  -0.236
2 C 1.521 -1.173 1.686  -0.090
3 C -0.850 -0.751 0.830  -0.246
4 N -1.842 0.287 0.595  -0.074
5 C -1.654 0.991 -0.643  -0.213
6 C -0.684 2.144 -0.592  -0.270
7 O -0.049 2.479 -1.564  0.038
8 H 0.915 -0.053 -0.068  0.092
9 H 0.526 0.779 1.433  0.101
10 H 0.984 -2.031 2.082  0.072
11 H 2.155 -0.681 2.407  0.068
12 H 2.179 -1.647 0.958  0.040
13 H -1.100 -1.290 1.745  0.112
14 H -0.818 -1.504 0.041  0.114
15 H -2.755 -0.139 0.662  0.107
16 H -2.576 1.439 -1.032  0.133
17 H -1.339 0.356 -1.478  0.124
18 H -0.545 2.723 0.330  0.122
19 H 1.850 -1.889 -1.934  0.034
20 H 2.912 -2.380 -0.932  0.026
21 O 2.130 -2.649 -1.418  -0.054

Values from the calculation:
Kohn-Sham gap = 0.370 Eh
total energy = -10979.9929 eV
SMILES = CCCNCC=O.O
charge = 0
HOMO = -9.315 eV



Entry 7:
Entry from the Open Molecules 2025 dataset: a 2-piece molecular cluster, C5H13NO2 overall in a non-equilibrium geometry (ωB97M-V/def2-TZVPD).

Last column: Löwdin charge in e.
Positions of all 21 atoms, in Å:
1 C 1.159 2.093 1.223  -0.069
2 C -0.163 1.379 0.982  -0.455
3 C -0.886 1.912 -0.233  -0.069
4 N 0.105 -0.086 0.834  0.042
5 H 1.559 1.782 2.189  0.076
6 H 1.903 1.824 0.468  0.089
7 H 1.047 3.171 1.252  0.080
8 H -0.773 1.512 1.874  0.129
9 H -0.219 1.881 -1.093  0.083
10 H -1.161 2.950 -0.062  0.081
11 H -1.779 1.343 -0.487  0.085
12 H 1.020 -0.348 1.189  0.109
13 H -0.587 -0.627 1.340  0.111
14 H 0.073 -0.489 -0.563  0.031
15 O -0.627 -2.355 -2.990  0.067
16 C -0.253 -2.019 -1.896  -0.628
17 O 0.068 -0.780 -1.599  0.025
18 C -0.129 -3.074 -0.796  0.000
19 H 0.164 -2.674 0.172  0.049
20 H -1.100 -3.551 -0.698  0.080
21 H 0.578 -3.842 -1.105  0.084

Values from the calculation:
Kohn-Sham gap = 0.361 Eh
total energy = -10981.3954 eV
SMILES = CC(=O)O.CC(C)N
charge = 0
HOMO = -9.319 eV



Entry 8:
Entry from the Open Molecules 2025 dataset: a 3-piece molecular cluster, C5H13NO2 overall in a non-equilibrium geometry (ωB97M-V/def2-TZVPD).

Last column: Löwdin charge in e.
Positions of all 21 atoms, in Å:
1 C 0.864 -0.138 0.568  -0.529
2 C 0.585 0.619 -0.577  -0.017
3 C -1.369 -1.544 -0.998  -0.202
4 C -2.236 0.412 0.068  -0.220
5 C 2.577 1.198 0.141  -0.011
6 N -1.241 -0.122 -0.817  -0.249
7 O 1.369 -1.364 0.463  0.123
8 O 0.398 0.137 1.792  0.118
9 H 1.401 -1.777 1.339  0.146
10 H -0.314 0.791 1.741  0.118
11 H 0.950 0.263 -1.525  0.121
12 H 0.209 1.624 -0.477  0.110
13 H -0.571 -1.917 -1.648  0.069
14 H -2.083 1.492 0.213  0.068
15 H -1.332 -2.126 -0.053  0.069
16 H -2.322 -1.813 -1.487  0.070
17 H -3.259 0.309 -0.333  0.074
18 H -2.261 -0.063 1.074  0.068
19 H 3.296 0.438 -0.157  0.025
20 H 2.708 1.509 1.177  0.024
21 H 2.631 2.072 -0.505  0.025

Values from the calculation:
Kohn-Sham gap = 0.259 Eh
total energy = -10975.8396 eV
charge = 0
HOMO = -6.541 eV



Entry 9:
Entry from the Open Molecules 2025 dataset: a 2-piece molecular cluster, C5H13NO2 overall in a non-equilibrium geometry (ωB97M-V/def2-TZVPD).

Last column: Löwdin charge in e.
Positions of all 21 atoms, in Å:
1 C 1.255 -1.080 1.215  -0.218
2 O 2.288 -1.768 0.571  -0.102
3 C 0.251 -0.431 0.095  -0.297
4 C -1.087 0.222 0.681  -0.125
5 C -0.723 1.700 1.164  -0.141
6 C -0.928 2.779 0.426  0.011
7 N -0.076 -1.593 -0.830  0.013
8 H 1.677 -0.250 1.808  0.111
9 H 0.802 -1.820 1.884  0.121
10 H 2.924 -1.172 0.103  0.120
11 H 0.718 0.352 -0.468  0.110
12 H -1.754 0.329 -0.120  0.064
13 H -1.515 -0.496 1.311  0.083
14 H -0.338 1.651 2.177  0.085
15 H -0.750 3.810 0.488  0.038
16 H -1.475 2.626 -0.484  0.049
17 H 0.726 -2.217 -0.863  0.062
18 H -0.880 -2.140 -0.550  0.077
19 H -0.784 -0.214 -2.088  0.016
20 H -0.846 0.595 -3.394  -0.002
21 O -1.110 0.638 -2.505  -0.074

Values from the calculation:
Kohn-Sham gap = 0.376 Eh
total energy = -10979.2234 eV
SMILES = C=CC[C@H](N)CO.O
charge = 0
HOMO = -9.408 eV



Entry 10:
Entry from the Open Molecules 2025 dataset: a 2-piece molecular cluster, C5H13NO2 overall in a non-equilibrium geometry (ωB97M-V/def2-TZVPD).

Last column: Löwdin charge in e.
Positions of all 21 atoms, in Å:
1 C 1.443 0.009 -0.118  -0.274
2 C 1.061 0.756 -1.419  -0.195
3 C -0.242 1.489 -1.109  -0.222
4 C -0.568 2.120 0.021  -0.049
5 N 0.649 -1.149 0.284  -0.024
6 C -0.060 -0.888 1.562  -0.324
7 O 0.818 -0.682 2.627  -0.055
8 H 1.395 0.743 0.769  0.127
9 H 2.349 -0.443 -0.424  0.087
10 H 1.886 1.513 -1.780  0.133
11 H 1.048 -0.054 -2.371  0.163
12 H -1.114 1.385 -1.771  0.093
13 H -1.656 2.462 0.005  0.080
14 H 0.182 2.534 0.788  0.097
15 H 0.115 -1.381 -0.498  0.061
16 H -0.623 0.131 1.563  0.112
17 H -0.845 -1.633 1.804  0.117
18 H 1.638 -0.949 2.202  0.081
19 H -2.882 -2.636 -0.484  0.035
20 H -2.127 -1.316 -0.595  -0.044
21 O -2.468 -2.010 -1.056  0.002

Values from the calculation:
Kohn-Sham gap = 0.362 Eh
total energy = -10977.8896 eV
SMILES = C=CCCNCO.O
charge = 0
HOMO = -9.044 eV



Entry 11:
Entry from the Open Molecules 2025 dataset: a single C5H13NO2 molecule in a non-equilibrium geometry (ωB97M-V/def2-TZVPD).

Last column: Löwdin charge in e.
Positions of all 21 atoms, in Å:
1 C -0.056 -0.745 -0.385  -0.615
2 C -0.100 0.365 0.617  -0.248
3 C 1.503 1.012 0.814  -0.153
4 C -1.747 -1.182 -0.372  -0.003
5 C -0.947 1.593 0.282  -0.082
6 N 0.676 -1.892 -0.030  0.098
7 O 0.346 -0.328 -1.648  0.004
8 O 2.514 0.070 0.461  -0.115
9 H -0.389 0.178 -2.030  0.102
10 H 2.696 0.136 -0.496  0.103
11 H -0.302 -0.009 1.621  0.136
12 H 1.567 -1.639 0.403  0.074
13 H 0.839 -2.480 -0.841  0.097
14 H 1.684 1.928 0.241  0.105
15 H 1.640 1.268 1.870  0.106
16 H -1.896 -1.901 0.438  0.063
17 H -2.550 -0.450 -0.265  0.042
18 H -1.967 -1.694 -1.315  0.059
19 H -2.021 1.395 0.316  0.062
20 H -0.693 1.995 -0.703  0.083
21 H -0.796 2.382 1.024  0.082

Values from the calculation:
Kohn-Sham gap = 0.350 Eh
total energy = -10979.6869 eV
SMILES = C[C@H](CO)[C@](C)(N)O
charge = 0
HOMO = -8.729 eV



Entry 12:
Entry from the Open Molecules 2025 dataset: a 2-piece molecular cluster, C5H13NO2 overall in a non-equilibrium geometry (ωB97M-V/def2-TZVPD).

Last column: Löwdin charge in e.
Positions of all 21 atoms, in Å:
1 C 1.356 0.352 -2.150  0.006
2 C 0.614 0.914 -0.944  -0.492
3 N 0.008 0.117 -0.014  -0.084
4 C -0.503 -1.221 -0.443  -0.203
5 C -1.639 -1.991 0.278  -0.089
6 C -0.860 0.734 0.991  -0.048
7 O 0.762 2.094 -0.648  0.031
8 H 2.401 0.285 -1.896  0.085
9 H 1.019 -0.597 -2.517  0.049
10 H 1.337 0.861 -3.128  0.095
11 H -0.769 -1.191 -1.500  0.100
12 H 0.377 -1.905 -0.433  0.120
13 H -1.594 -1.687 1.333  0.064
14 H -2.632 -1.652 -0.048  0.078
15 H -1.660 -3.055 0.226  0.062
16 H -1.286 1.694 0.641  0.107
17 H -0.265 0.883 1.862  0.057
18 H -1.798 0.190 1.197  0.079
19 H 1.179 2.029 1.910  0.001
20 H 2.348 1.271 2.518  0.062
21 O 1.606 1.876 2.766  -0.078

Values from the calculation:
Kohn-Sham gap = 0.372 Eh
total energy = -10980.1192 eV
SMILES = CCN(C)C(C)=O.O
charge = 0
HOMO = -9.452 eV



Copy entry 3 word for word.
Entry from the Open Molecules 2025 dataset: a 2-piece molecular cluster, C5H13NO2 overall (ωB97M-V/def2-TZVPD).

Last column: Löwdin charge in e.
Positions of all 21 atoms, in Å:
1 C -1.065 -2.802 -0.570  -0.099
2 C -0.827 -1.358 -0.192  -0.302
3 N 0.595 -1.086 -0.194  -0.054
4 C 2.525 0.310 0.107  -0.052
5 C 1.020 0.282 -0.014  -0.386
6 C 0.416 0.996 1.192  -0.227
7 O 0.593 2.165 1.388  0.060
8 H -0.350 -3.087 -1.334  0.071
9 H -0.960 -3.450 0.298  0.067
10 H -2.082 -2.990 -0.934  0.075
11 H -1.335 -0.727 -0.928  0.092
12 H -1.346 -1.130 0.748  0.105
13 H 1.119 -1.752 0.368  0.119
14 H 2.959 -0.098 -0.801  0.081
15 H 2.860 -0.361 0.906  0.084
16 H 2.989 1.262 0.341  0.081
17 H 0.689 0.859 -0.882  0.148
18 H -0.183 0.397 1.913  0.126
19 H -2.188 1.088 -1.921  0.029
20 H -2.691 2.392 -1.193  0.039
21 O -2.619 1.436 -1.135  -0.059

Values from the calculation:
Kohn-Sham gap = 0.344 Eh
total energy = -10980.2204 eV
SMILES = CCN[C@H](C)C=O.O
charge = 0
HOMO = -8.651 eV